(1)
C6H7NOS2 in the gas phase at a distorted geometry. Source: the Open Molecules 2025 dataset; level of theory: ωB97M-V/def2-TZVPD.

```
! wB97M-V def2-TZVPD RIJCOSX def2/J DEFGRID3
* xyz 0 1
O 1.16573 0.94281 2.87193
S 0.93494 2.40911 -3.24671
S 0.28256 2.57394 -0.29148
C 0.28768 1.05727 2.00880
C 0.84102 1.68606 -1.79749
C 0.58108 1.08229 0.57010
C 1.14462 0.02445 -0.18644
N 1.17766 0.41313 -1.56917
C -1.12606 1.30098 2.50279
C 1.55081 -1.33918 0.48392
H 1.59793 -0.09867 -2.32774
H -1.85636 0.56423 2.02252
H -1.28807 2.33761 2.18292
H -1.23946 1.07267 3.61771
H 0.95583 -2.14538 0.03806
H 1.34974 -1.28323 1.64032
H 2.63637 -1.60208 0.47597
*
```

molar mass = 173.262 g mol⁻¹
orbital gap = 8.298 eV
ΔE to the lowest compared entry with this formula, charge and spin = 0.0 kcal/mol

---

(2)
2 unconnected molecules or ions with the total composition C6H7NOS2 at a distorted geometry. Source: the Open Molecules 2025 dataset; level of theory: ωB97M-V/def2-TZVPD.

```
! wB97M-V def2-TZVPD RIJCOSX def2/J DEFGRID3
* xyz 0 1
C 0.90336 -0.62423 -1.25701
C 0.67168 0.18971 1.11936
C 0.01259 -1.57305 -1.01466
C -0.27281 -0.79998 1.36661
C 1.06362 0.35923 -0.24690
C -0.61413 -1.60712 0.24269
N 1.38504 1.65960 -0.67983
O -1.59607 1.81531 -0.61074
S -1.45015 -3.06198 0.58292
S -2.42063 1.03626 0.37258
H 1.33950 -0.67781 -2.31685
H 1.15955 0.89930 1.84680
H -0.02597 -2.43953 -1.60820
H -0.68212 -0.99066 2.42181
H 1.51426 1.74101 -1.69191
H 1.18262 2.43303 -0.11220
H -2.17033 1.64093 1.58552
*
```

molar mass = 173.262 g mol⁻¹
orbital gap (alpha / beta) = 6.298 / 6.827 eV
ΔE to the lowest compared entry with this formula, charge and spin = 56.3 kcal/mol

---

(3)
C6H7NS in the gas phase at a distorted geometry. Source: the Open Molecules 2025 dataset; level of theory: ωB97M-V/def2-TZVPD.

```
! wB97M-V def2-TZVPD RIJCOSX def2/J DEFGRID3
* xyz 0 1
C -2.65145 -0.90398 0.52439
C -1.52470 -0.97608 -0.25636
C -2.82387 0.34117 1.09057
C -0.77708 0.13711 -0.30685
C 1.59103 1.06766 -0.18138
C 0.78554 1.73218 -1.29667
N 0.49529 0.35911 -0.81739
S -1.61540 1.46469 0.61643
H -3.31960 -1.81286 0.65352
H -1.28465 -1.94561 -0.68065
H -3.67378 0.59365 1.76282
H 2.57430 0.66612 -0.54086
H 1.57257 1.34053 0.84697
H -0.00330 2.41393 -1.05515
H 1.20332 1.82398 -2.27659
*
```

molar mass = 125.196 g mol⁻¹
orbital gap = 9.204 eV
ΔE to the lowest compared entry with this formula, charge and spin = 49.7 kcal/mol

---

(4)
2 unconnected molecules or ions with the total composition C6H7OS at a distorted geometry. Source: the Open Molecules 2025 dataset; level of theory: ωB97M-V/def2-TZVPD.

```
! wB97M-V def2-TZVPD RIJCOSX def2/J DEFGRID3
* xyz 1 1
C 2.15330 1.73524 0.83997
C 0.85842 1.64489 0.35288
C 2.68999 0.42471 1.09372
C 0.37075 0.39118 0.16737
C -0.75217 -0.24361 -0.29096
C -2.39752 -1.90062 -0.92941
O -1.04863 -1.37231 -0.68569
S 1.65410 -0.79069 0.64895
H 2.52813 2.61813 1.10691
H 0.36325 2.43600 -0.06830
H 3.66375 0.15087 1.32236
H -1.85354 1.02762 -0.56297
H -2.31932 -2.56837 -1.82656
H -2.61238 -2.42408 -0.05490
H -3.29813 -1.12897 -1.11337
*
```

molar mass = 127.188 g mol⁻¹
orbital gap (alpha / beta) = 8.446 / 8.447 eV
ΔE to the lowest compared entry with this formula, charge and spin = 55.4 kcal/mol

---

(5)
C6H7P in the gas phase at a distorted geometry. Source: the Open Molecules 2025 dataset; level of theory: ωB97M-V/def2-TZVPD.

```
! wB97M-V def2-TZVPD RIJCOSX def2/J DEFGRID3
* xyz 0 3
C 0.41550 1.50255 0.90505
C -0.56229 0.62335 0.24610
C 1.52542 0.09287 -0.86535
C 0.05149 -0.10075 -0.92530
C 2.38316 -0.76343 -1.36131
C -1.72157 0.14266 0.85317
P 2.07782 1.39051 0.29109
H 0.02084 2.12142 1.61345
H -0.30974 -1.13793 -1.14505
H -0.41653 0.47235 -1.89311
H 1.85826 -1.56924 -1.91601
H 3.46477 -0.85244 -1.59800
H -2.13976 0.37482 1.89918
H -2.66560 -0.17880 0.48105
*
```

molar mass = 110.096 g mol⁻¹
<S²> = 2.0386
orbital gap (alpha / beta) = 7.337 / 7.576 eV
ΔE to the lowest compared entry with this formula, charge and spin = 0.0 kcal/mol

---

(6)
2 unconnected molecules or ions with the total composition C6H8. Source: the Open Molecules 2025 dataset; level of theory: ωB97M-V/def2-TZVPD.

```
! wB97M-V def2-TZVPD RIJCOSX def2/J DEFGRID3
* xyz 0 1
C 1.18702 -1.57943 -0.39045
C 1.47350 -0.76081 0.57379
C 1.49289 0.27398 1.36600
C -0.66280 1.19788 -0.36397
C -1.75859 0.26534 0.01125
C -1.14380 0.47309 -1.32289
H 1.53103 -2.59360 -0.51325
H 0.84476 0.35973 2.22976
H 2.28731 0.99746 1.27820
H -0.16707 2.11222 -0.13694
H -2.74430 0.67202 0.21386
H -1.53203 -0.64069 0.56356
H 0.48840 -1.16195 -1.12737
H -1.29630 0.38478 -2.38156
*
```

molar mass = 80.130 g mol⁻¹
orbital gap = 10.406 eV
ΔE to the lowest compared entry with this formula, charge and spin = 95.4 kcal/mol

---

(7)
C6H8 in the gas phase at a distorted geometry. Source: the Open Molecules 2025 dataset; level of theory: ωB97M-V/def2-TZVPD.

```
! wB97M-V def2-TZVPD RIJCOSX def2/J DEFGRID3
* xyz 0 1
C 0.65079 -1.28507 -0.37225
C -0.39334 -0.67734 0.20701
C 0.52971 0.83602 -0.12913
C 0.73788 2.12543 -0.03945
C 1.60426 -0.15148 -0.49426
C -1.86315 -0.83705 0.45475
H 0.78883 -2.42785 -0.52973
H 1.64389 2.46952 -0.38412
H -0.00045 2.79653 0.22961
H 2.46495 -0.13451 0.16212
H 2.11838 -0.14891 -1.40586
H -2.03902 -0.23588 1.38026
H -2.07158 -1.97127 0.76135
H -2.56309 -0.50818 -0.28881
*
```

molar mass = 80.130 g mol⁻¹
orbital gap = 10.338 eV
ΔE to the lowest compared entry with this formula, charge and spin = 69.1 kcal/mol

---

(8)
C6H8 in the gas phase at a distorted geometry. Source: the Open Molecules 2025 dataset; level of theory: ωB97M-V/def2-TZVPD.

```
! wB97M-V def2-TZVPD RIJCOSX def2/J DEFGRID3
* xyz 0 1
C 0.05930 -0.58502 0.64014
C 1.76990 1.29732 -0.14221
C 0.14133 -1.82629 -0.22898
C 0.63686 0.70707 0.19422
C -1.95486 1.14186 -0.08965
C -0.77007 0.64167 0.17263
H 0.06230 -0.78391 1.70841
H 2.72375 0.85313 0.09730
H 1.78269 2.26752 -0.61521
H 0.11835 -2.72377 0.38630
H 1.06294 -1.83684 -0.81040
H -0.69596 -1.87554 -0.92367
H -2.85464 0.55153 0.00052
H -2.08189 2.17127 -0.38940
*
```

molar mass = 80.130 g mol⁻¹
orbital gap = 9.682 eV
ΔE to the lowest compared entry with this formula, charge and spin = 49.2 kcal/mol

---

(9)
C6H8 in the gas phase. Source: the Open Molecules 2025 dataset; level of theory: ωB97M-V/def2-TZVPD.

```
! wB97M-V def2-TZVPD RIJCOSX def2/J DEFGRID3
* xyz 0 1
C -1.09893 0.76025 0.57030
C -0.36261 0.24985 -0.70880
C 1.07226 0.71394 -0.34641
C 1.27730 -0.14524 0.89038
C 0.69666 -1.41970 0.44954
C -0.19181 -1.23125 -0.55269
H -1.99953 0.19726 0.82453
H -1.29388 1.83366 0.53759
H -0.81842 0.58120 -1.65290
H 1.13914 1.79908 -0.20595
H 1.82752 0.39500 -1.07476
H -0.38642 0.61167 1.41320
H 0.88636 -2.35655 0.96164
H -0.74762 -1.98915 -1.10566
*
```

molar mass = 80.130 g mol⁻¹
orbital gap (alpha / beta) = 7.821 / 7.820 eV
ΔE to the lowest compared entry with this formula, charge and spin = 83.0 kcal/mol

---

(10)
C6H8 in the gas phase at a distorted geometry. Source: the Open Molecules 2025 dataset; level of theory: ωB97M-V/def2-TZVPD.

```
! wB97M-V def2-TZVPD RIJCOSX def2/J DEFGRID3
* xyz 0 1
C 0.41829 -0.96650 1.34102
C 0.90510 -0.44444 -0.00523
C 0.33759 0.09969 -1.30638
C -1.13418 0.26554 -1.04527
C -1.27452 0.48510 0.26085
C 0.08025 0.43543 0.91234
H -0.41103 -1.65819 1.50980
H 1.25734 -1.15219 2.00973
H 1.97566 -0.26827 0.06035
H 0.66695 -0.30438 -2.26487
H 0.73928 1.17327 -1.15527
H -1.88638 0.33083 -1.82449
H -2.18236 0.72188 0.80797
H 0.59461 1.42229 0.79810
*
```

molar mass = 80.130 g mol⁻¹
orbital gap = 10.042 eV
ΔE to the lowest compared entry with this formula, charge and spin = 60.0 kcal/mol

---

(11)
C6H8 in the gas phase at a distorted geometry. Source: the Open Molecules 2025 dataset; level of theory: ωB97M-V/def2-TZVPD.

```
! wB97M-V def2-TZVPD RIJCOSX def2/J DEFGRID3
* xyz 0 1
C -0.39662 -0.03497 -0.23128
C -0.15901 0.13202 -1.70499
C -1.28884 0.87607 0.43798
C -1.72830 -0.36080 0.21556
C 0.70017 -0.60546 0.57060
C 1.70785 0.07180 1.13943
H -1.35083 1.33852 1.41076
H -2.16870 -0.95496 1.00136
H 0.69379 -1.68927 0.68611
H 0.06363 -0.83528 -2.17001
H 0.69313 0.79733 -1.88501
H -1.02488 0.55767 -2.22679
H 2.47746 -0.44388 1.70429
H 1.78118 1.15121 1.05199
*
```

molar mass = 80.130 g mol⁻¹
orbital gap = 10.228 eV
ΔE to the lowest compared entry with this formula, charge and spin = 77.4 kcal/mol

---

(12)
C6H8 in the gas phase. Source: the Open Molecules 2025 dataset; level of theory: ωB97M-V/def2-TZVPD.

```
! wB97M-V def2-TZVPD RIJCOSX def2/J DEFGRID3
* xyz 0 1
C -1.81358 0.36272 0.20356
C 0.06119 0.41886 -1.06220
C 1.05723 1.05159 -0.36910
C 1.51860 -0.75026 0.74524
C 0.40057 -1.31420 0.85696
C -0.82375 -0.47432 -0.29743
H -1.55917 1.34346 0.58987
H -2.85693 0.06081 0.28315
H 0.00738 0.41816 -2.14793
H 0.87940 1.37179 0.65478
H 1.81753 1.63171 -0.89321
H 2.57098 -0.62636 0.91731
H -0.06935 -2.14594 1.35754
H -1.19010 -1.34805 -0.83855
*
```

molar mass = 80.130 g mol⁻¹
orbital gap (alpha / beta) = 7.746 / 7.746 eV
ΔE to the lowest compared entry with this formula, charge and spin = 123.2 kcal/mol

---

Please write out number 9 again, unchanged.
C6H8 in the gas phase. Source: the Open Molecules 2025 dataset; level of theory: ωB97M-V/def2-TZVPD.

```
! wB97M-V def2-TZVPD RIJCOSX def2/J DEFGRID3
* xyz 0 1
C -1.09893 0.76025 0.57030
C -0.36261 0.24985 -0.70880
C 1.07226 0.71394 -0.34641
C 1.27730 -0.14524 0.89038
C 0.69666 -1.41970 0.44954
C -0.19181 -1.23125 -0.55269
H -1.99953 0.19726 0.82453
H -1.29388 1.83366 0.53759
H -0.81842 0.58120 -1.65290
H 1.13914 1.79908 -0.20595
H 1.82752 0.39500 -1.07476
H -0.38642 0.61167 1.41320
H 0.88636 -2.35655 0.96164
H -0.74762 -1.98915 -1.10566
*
```

molar mass = 80.130 g mol⁻¹
orbital gap (alpha / beta) = 7.821 / 7.820 eV
ΔE to the lowest compared entry with this formula, charge and spin = 83.0 kcal/mol

---

Please write out number 9 again, unchanged.
C6H8 in the gas phase. Source: the Open Molecules 2025 dataset; level of theory: ωB97M-V/def2-TZVPD.

```
! wB97M-V def2-TZVPD RIJCOSX def2/J DEFGRID3
* xyz 0 1
C -1.09893 0.76025 0.57030
C -0.36261 0.24985 -0.70880
C 1.07226 0.71394 -0.34641
C 1.27730 -0.14524 0.89038
C 0.69666 -1.41970 0.44954
C -0.19181 -1.23125 -0.55269
H -1.99953 0.19726 0.82453
H -1.29388 1.83366 0.53759
H -0.81842 0.58120 -1.65290
H 1.13914 1.79908 -0.20595
H 1.82752 0.39500 -1.07476
H -0.38642 0.61167 1.41320
H 0.88636 -2.35655 0.96164
H -0.74762 -1.98915 -1.10566
*
```

molar mass = 80.130 g mol⁻¹
orbital gap (alpha / beta) = 7.821 / 7.820 eV
ΔE to the lowest compared entry with this formula, charge and spin = 83.0 kcal/mol